# 1
This record from the Open Molecules 2025 dataset describes a molecular structure, C49H54N5O3P3PtS3Si. The level of theory is ωB97M-V/def2-TZVPD.

Structure (ORCA input):
```
! RIJCOSX wB97M-V def2-TZVPD def2/J DEFGRID3
* xyz 2 1
Pt 0.5328 0.9444 0.1720
C 3.9166 3.2188 -1.3997
N 2.8112 2.4357 -0.8371
P 2.5765 0.7491 -0.8202
C 4.1177 0.0193 -0.2586
C 4.4385 -1.2905 -0.6118
C 5.5867 -1.8800 -0.1050
C 6.4220 -1.1649 0.7416
C 6.1096 0.1422 1.0898
C 4.9545 0.7311 0.6015
C 2.2720 0.1553 -2.5026
C 2.5723 0.9108 -3.6330
C 2.2494 0.4279 -4.8935
C 1.6329 -0.8079 -5.0317
C 1.3239 -1.5601 -3.9061
C 1.6332 -1.0771 -2.6448
P 1.3561 3.0649 -0.2645
C 0.7171 4.1544 -1.5259
C 0.0222 3.5792 -2.5910
C -0.4261 4.3738 -3.6340
C -0.1834 5.7421 -3.6117
C 0.5144 6.3150 -2.5567
C 0.9711 5.5259 -1.5117
C 1.4500 3.8042 1.2723
C 0.4093 4.7018 1.7226
C 0.1765 4.9262 3.0242
C 0.9704 4.2700 4.1014
C 2.0857 3.4198 3.5973
C 2.2889 3.2085 2.2921
H 4.5629 2.5695 -1.9872
H 4.5128 3.6780 -0.6101
H 3.5269 4.0048 -2.0490
H 3.8039 -1.8507 -1.2868
H 5.8363 -2.8947 -0.3845
H 7.3257 -1.6230 1.1214
H 6.7700 0.7054 1.7361
H 4.7216 1.7532 0.8692
H 3.0448 1.8796 -3.5445
H 2.4844 1.0174 -5.7697
H 1.3895 -1.1820 -6.0172
H 0.8335 -2.5199 -4.0060
H 1.3592 -1.6530 -1.7661
H -0.1411 2.5059 -2.6109
H -0.9576 3.9296 -4.4652
H -0.5335 6.3648 -4.4241
H 0.7103 7.3789 -2.5503
H 1.5258 5.9718 -0.6945
H -0.1938 5.2181 0.9830
H -0.5897 5.6264 3.3336
H 1.3432 5.0142 4.8080
H 2.7422 2.9813 4.3390
H 3.1115 2.5756 1.9826
C -4.4373 1.7272 1.8702
N -4.0525 0.2729 1.5570
C -4.5980 -0.0911 0.1632
N -4.1604 0.8445 -0.8137
C -4.5478 2.2031 -0.4443
N -3.9862 2.6019 0.8446
C -2.5235 2.7437 0.8072
P -1.7147 1.1455 0.3748
C -2.5680 0.0850 1.6147
C -2.7267 0.7352 -1.1055
H -3.9924 1.9695 2.8348
H -5.5251 1.7430 1.9410
H -4.4838 -0.3449 2.2479
H -5.6843 -0.0791 0.2545
H -4.2394 -1.0974 -0.0556
H -5.6359 2.2566 -0.3851
H -4.2058 2.8935 -1.2134
H -2.1547 3.0914 1.7724
H -2.2523 3.4952 0.0618
H -2.2132 0.3455 2.6135
H -2.3527 -0.9657 1.4270
H -2.4833 -0.2771 -1.4318
H -2.4679 1.4198 -1.9152
O -0.2218 -1.9923 0.3767
C 0.0558 -2.8755 1.5763
C 1.2958 -2.2543 2.1609
C 2.4285 -2.9046 2.5455
C 3.4203 -2.0328 3.0747
C 3.0241 -0.7339 3.0777
S 1.4353 -0.5617 2.4657
C 0.3299 -4.2652 1.0809
C -0.0472 -5.4495 1.6414
C 0.4666 -6.5754 0.9425
C 1.2223 -6.2170 -0.1297
S 1.3327 -4.5206 -0.2966
C -1.1409 -2.7879 2.4917
C -1.1968 -2.2026 3.7256
C -2.4876 -2.2604 4.3157
C -3.3851 -2.9103 3.5243
S -2.6787 -3.4615 2.0678
H 2.5498 -3.9748 2.4592
H 4.3812 -2.3638 3.4396
H 3.5685 0.1300 3.4228
H -0.6578 -5.5201 2.5297
H 0.2786 -7.6002 1.2252
H 1.7165 -6.8618 -0.8387
H -0.3408 -1.7556 4.2076
H -2.7224 -1.8656 5.2932
H -4.4180 -3.1364 3.7416
C -4.5073 -4.3273 -1.6983
Si -2.9199 -3.7667 -2.5025
C -1.8503 -5.2192 -2.9638
C -3.2664 -2.6649 -3.9700
C -1.9584 -2.7919 -1.2508
C -1.1196 -2.4205 -0.4606
H -4.9569 -5.1358 -2.2787
H -5.2455 -3.5247 -1.6381
H -4.3271 -4.7064 -0.6904
H -2.3458 -5.8586 -3.6970
H -1.6281 -5.8239 -2.0812
H -0.9011 -4.8881 -3.3894
H -4.0317 -3.1130 -4.6074
H -2.3728 -2.5179 -4.5798
H -3.6309 -1.6803 -3.6677
O 0.1059 3.5030 5.0424
N -0.5684 2.4591 4.5785
O -0.3693 2.2216 3.4316
*
```

HOMO-LUMO gap (alpha / beta), eV: 5.80 / 5.33
Relative energy (zero: lowest compared OMol25 entry of this formula, charge and spin), kcal/mol: 3.6
F_max, eV/Å: 0.89
LUMO (alpha / beta), eV: -5.5 / -5.7

=====

# 2
This record from the Open Molecules 2025 dataset describes a molecular structure, C49H55Cl4N3O5S5SeZr in a non-equilibrium geometry. The level of theory is ωB97M-V/def2-TZVPD.

Structure (ORCA input):
```
! RIJCOSX wB97M-V def2-TZVPD def2/J DEFGRID3
* xyz -2 1
Zr -1.1288 -1.1996 -0.4929
C 5.3864 -0.0417 4.1663
C 3.9573 -0.3301 4.6563
C 3.4726 0.8920 5.4384
C 3.9850 -1.5326 5.6102
C 3.0599 -0.6320 3.4550
C 1.9389 0.1157 3.1346
C 1.2038 -0.1718 1.9939
Se -0.3256 0.9162 1.5671
C 0.5747 2.0213 0.2942
C 1.2985 3.1205 0.7234
C 2.0117 3.8911 -0.1840
C 1.9726 3.4652 -1.5073
C 1.2728 2.3584 -1.9821
C 0.4875 1.6036 -1.0589
O -0.2931 0.6099 -1.3979
C 1.4511 2.0606 -3.4885
C 0.8873 3.2299 -4.3085
C 2.9496 1.8853 -3.7951
C 0.7504 0.7875 -3.9616
C 2.8240 5.1271 0.2064
C 2.2958 6.3553 -0.5498
C 4.3028 4.9115 -0.1499
C 2.7343 5.4149 1.7061
C 1.5397 -1.2097 1.1072
O 0.8656 -1.3633 -0.0130
C 2.6523 -2.0275 1.4618
C 3.3688 -1.6971 2.6046
C 3.0214 -3.2775 0.6409
C 3.2806 -2.9117 -0.8307
C 1.8505 -4.2713 0.7235
C 4.2754 -3.9746 1.1734
H 6.0416 0.2066 5.0108
H 5.8105 -0.9060 3.6472
H 5.3831 0.8005 3.4678
H 4.1496 1.0833 6.2763
H 3.4523 1.7836 4.8045
H 2.4677 0.7346 5.8416
H 4.6375 -1.3286 6.4679
H 2.9789 -1.7459 5.9826
H 4.3550 -2.4299 5.1061
H 1.6042 0.9374 3.7558
H 1.2915 3.3459 1.7839
H 2.5416 4.0393 -2.2341
H 1.4097 4.1677 -4.0956
H 0.9803 3.0210 -5.3813
H -0.1725 3.3715 -4.0754
H 3.5290 2.7859 -3.5765
H 3.3570 1.0672 -3.1937
H 3.0893 1.6394 -4.8539
H -0.3289 0.8816 -3.8735
H 1.0060 0.6082 -5.0135
H 1.0534 -0.0765 -3.3717
H 2.3639 6.2140 -1.6326
H 1.2450 6.5297 -0.2999
H 2.8713 7.2512 -0.2844
H 4.4328 4.7434 -1.2230
H 4.9012 5.7862 0.1348
H 4.6933 4.0357 0.3767
H 1.6991 5.5842 2.0169
H 3.1371 4.5839 2.2937
H 3.3143 6.3125 1.9437
H 4.2263 -2.3096 2.8625
H 2.3954 -2.4699 -1.2772
H 4.1064 -2.1961 -0.9077
H 3.5429 -3.8141 -1.3964
H 0.9631 -3.8647 0.2469
H 2.1076 -5.2073 0.2126
H 1.6177 -4.4943 1.7702
H 5.1480 -3.3111 1.1560
H 4.1312 -4.3414 2.1954
H 4.4947 -4.8375 0.5365
N -3.2155 0.8225 -3.0214
C -2.6888 -0.3154 -3.6264
C -3.2033 -0.6475 -4.8843
C -2.6392 -1.6836 -5.5919
C -1.5494 -2.3495 -5.0526
C -1.1148 -1.9571 -3.8062
N -1.6797 -0.9779 -3.0777
C -3.3172 1.2428 -1.6931
C -3.9144 2.4843 -1.4706
C -4.1369 2.8964 -0.1719
C -3.8125 2.0488 0.8745
C -3.2433 0.8387 0.5528
N -2.9329 0.4604 -0.7008
H -3.8217 1.3392 -3.6269
H -4.0463 -0.0953 -5.2814
H -3.0397 -1.9678 -6.5567
H -1.0594 -3.1647 -5.5688
H -0.2539 -2.4319 -3.3575
H -4.2042 3.1013 -2.3134
H -4.5923 3.8615 0.0228
H -4.0148 2.3038 1.9064
H -3.0439 0.1016 1.3065
Cl -2.3852 -7.1872 -3.8341
C -2.6009 -5.6658 -3.0203
C -3.8385 -5.0374 -3.0155
Cl -5.1830 -5.7451 -3.8552
C -4.0007 -3.8158 -2.3419
Cl -5.5077 -2.9576 -2.3687
C -2.9421 -3.2295 -1.6567
O -2.9902 -2.0896 -1.0325
C -1.6649 -3.8488 -1.7132
O -0.6659 -3.1638 -1.1670
C -1.5149 -5.0535 -2.3694
Cl 0.0785 -5.7464 -2.4328
C -8.3934 0.4149 1.4225
S -7.0388 1.4837 1.9778
C -6.2140 0.4484 3.1256
C -5.5904 -0.7461 2.8466
S -5.4010 -1.5746 1.3761
S -4.8880 -1.4614 4.3165
C -5.3470 -0.2932 5.4883
S -4.9746 -0.3817 7.1094
S -6.2312 0.9914 4.7908
H -8.9215 0.9630 0.6387
H -9.0674 0.1968 2.2494
H -7.9628 -0.5011 1.0215
C -1.8487 -2.8884 1.9040
O -1.5525 -1.6100 1.3733
H -1.4463 -3.6921 1.2811
H -2.9241 -3.0347 1.9830
H -1.4112 -2.9914 2.8982
*
```

HOMO-LUMO gap, eV: 5.80
Relative energy (zero: lowest compared OMol25 entry of this formula, charge and spin), kcal/mol: 0.0
F_max, eV/Å: 1.42
LUMO, eV: 3.6

=====

# 3
This record from the Open Molecules 2025 dataset describes a molecular structure, C49H55CoN6O2 in a non-equilibrium geometry. The level of theory is ωB97M-V/def2-TZVPD.

Structure (ORCA input):
```
! RIJCOSX wB97M-V def2-TZVPD def2/J DEFGRID3
* xyz -1 4
Co -0.2828 -0.2294 0.0013
C 5.9634 -1.9912 -2.1761
C 5.3474 -0.9425 -3.1147
C 6.0890 0.3889 -2.9176
C 5.5744 -1.4180 -4.5539
C 3.8627 -0.7405 -2.7975
C 3.4503 -0.6233 -1.4848
C 2.1040 -0.3970 -1.1817
N 1.5241 -0.2688 0.0464
C 2.0456 -0.1511 1.2933
C 3.3825 0.0775 1.6487
C 3.7357 0.1708 2.9762
C 2.7353 -0.0128 3.9444
C 1.3926 -0.2075 3.6617
C 1.0132 -0.2086 2.2956
O -0.2152 -0.2575 1.8766
C 0.4329 -0.3888 4.8476
C -1.0167 -0.7169 4.4676
C 0.9412 -1.5578 5.7099
C 0.4160 0.9026 5.6795
C 5.1604 0.4815 3.4278
C 5.1558 1.7733 4.2623
C 6.1114 0.6895 2.2464
C 5.7077 -0.6782 4.2739
C 1.1211 -0.3286 -2.2217
O -0.1247 -0.1612 -1.8642
C 1.5426 -0.4436 -3.5704
C 2.8955 -0.6338 -3.8092
C 0.5215 -0.4020 -4.7069
C -0.4499 -1.5874 -4.5508
C -0.2562 0.9252 -4.6809
C 1.1888 -0.5228 -6.0783
H 6.9988 -2.1919 -2.4629
H 5.4020 -2.9242 -2.2221
H 5.9650 -1.6540 -1.1393
H 7.1527 0.2722 -3.1462
H 5.9923 0.7328 -1.8862
H 5.6740 1.1582 -3.5718
H 6.6330 -1.6408 -4.7045
H 5.2920 -0.6546 -5.2806
H 5.0018 -2.3248 -4.7589
H 4.1591 -0.7338 -0.6780
H 4.1188 0.2227 0.8734
H 3.0283 0.0126 4.9872
H -1.0694 -1.5950 3.8258
H -1.4874 0.1103 3.9410
H -1.5841 -0.9163 5.3820
H 0.9983 -2.4641 5.1040
H 0.2590 -1.7399 6.5441
H 1.9337 -1.3656 6.1205
H 0.0901 1.7382 5.0573
H 1.4038 1.1402 6.0793
H -0.2802 0.8067 6.5172
H 4.7575 2.5989 3.6696
H 6.1699 2.0284 4.5821
H 4.5333 1.6709 5.1515
H 5.7607 1.4864 1.5880
H 6.2214 -0.2260 1.6605
H 7.0981 0.9693 2.6213
H 5.0881 -0.8620 5.1525
H 6.7230 -0.4522 4.6112
H 5.7338 -1.5951 3.6821
H 3.2140 -0.7044 -4.8386
H -0.9196 -1.5679 -3.5701
H 0.0886 -2.5325 -4.6581
H -1.2310 -1.5419 -5.3155
H -0.7591 1.0567 -3.7266
H -1.0070 0.9370 -5.4762
H 0.4241 1.7662 -4.8363
H 1.6992 -1.4822 -6.1931
H 1.9096 0.2816 -6.2455
H 0.4231 -0.4539 -6.8536
N -4.3286 -0.0250 -0.0535
C -3.2599 -0.8225 -0.0420
N -2.1863 -0.0805 -0.0327
C -2.6438 1.2270 -0.0360
N -3.9732 1.2923 -0.0472
C -1.6603 2.2421 -0.0186
C -1.8912 3.6221 -0.0520
N -0.9389 4.5234 -0.0379
C 0.3444 4.0205 0.0101
C 0.6111 2.6782 0.0407
N -0.3533 1.7481 0.0324
H -5.2970 -0.2789 -0.0604
H -3.2939 -1.9003 -0.0428
H -2.9174 3.9778 -0.0945
H 1.1450 4.7481 0.0218
H 1.6362 2.3258 0.0755
C -0.3209 -2.0886 -0.0420
C -0.2435 -3.3101 -0.0629
C -0.2582 -4.7059 -0.0506
C -1.2942 -5.3677 0.7336
C -1.8286 -6.6172 0.3744
C -2.8387 -7.2019 1.1179
C -3.3501 -6.5629 2.2399
C -2.8488 -5.3169 2.5984
C -1.8450 -4.7241 1.8557
C 0.7297 -5.4268 -0.8360
C 1.3183 -4.8194 -1.9590
C 2.2424 -5.5012 -2.7274
C 2.6371 -6.7896 -2.3870
C 2.1000 -7.3883 -1.2545
C 1.1600 -6.7206 -0.4905
H -1.4678 -7.1121 -0.5170
H -3.2369 -8.1635 0.8162
H -4.1338 -7.0271 2.8257
H -3.2431 -4.8098 3.4712
H -1.4511 -3.7539 2.1328
H 1.0223 -3.8093 -2.2201
H 2.6585 -5.0312 -3.6097
H 3.3666 -7.3159 -2.9903
H 2.4217 -8.3817 -0.9647
H 0.7743 -7.1835 0.4076
*
```

HOMO-LUMO gap (alpha / beta), eV: 4.92 / 5.90
F_max, eV/Å: 1.08
LUMO (alpha / beta), eV: 2.4 / 1.3
Expectation value of S²: 3.84

=====

# 4
This record from the Open Molecules 2025 dataset describes 3 unconnected molecules or ions with the total composition C49H56Br2FNO9PS2. The level of theory is ωB97M-V/def2-TZVPD.

Structure (ORCA input):
```
! RIJCOSX wB97M-V def2-TZVPD def2/J DEFGRID3
* xyz -1 1
C 4.2696 -1.1268 -2.2644
C 4.2678 -2.5672 -1.7435
C 2.9357 -3.3420 -1.8014
O 1.9694 -2.7436 -2.6316
C 1.2870 -3.6542 -3.4970
O 0.8064 -2.9918 -4.5844
P -0.8778 -2.5258 -4.4962
C -2.7077 -2.0691 -4.2284
C -2.9005 -0.8402 -3.3240
C -4.1602 -0.0469 -3.7105
S -4.9029 0.8636 -2.3139
C -5.6136 -0.4314 -1.3535
S -5.3486 -0.4750 0.2483
N -6.4368 -1.3520 -2.0584
C -7.7237 -1.5873 -1.4048
C -8.4879 -2.6722 -2.1979
O -7.8603 -2.9581 -3.4253
C -6.6062 -3.5454 -3.1500
C -5.7297 -2.6240 -2.2722
C -1.1653 -3.8103 -5.8952
F -0.5119 -3.4648 -7.0912
C -2.5446 -4.3905 -6.1897
C -2.9944 -5.4659 -5.1819
C -0.4825 -0.8980 -5.6033
Br 1.4436 -0.8381 -6.0955
C -1.1867 -0.3429 -6.8626
C -1.6748 1.0840 -6.5845
Br -2.6891 -1.2995 -7.7016
O -1.1067 -3.8354 -3.3155
C 0.0846 -4.4368 -2.9224
C 0.0690 -4.8436 -1.4587
C -0.8317 -6.0614 -1.2208
O -1.9591 -5.7456 -0.3973
H 4.4049 -1.0562 -3.3416
H 5.1100 -0.6114 -1.7927
H 3.3628 -0.5937 -1.9815
H 4.5441 -2.5239 -0.6862
H 5.0543 -3.1303 -2.2509
H 2.5364 -3.4144 -0.7827
H 3.1405 -4.3690 -2.1287
H 2.0356 -4.3735 -3.8674
H -0.5508 -1.6847 -3.3684
H -3.1359 -2.9323 -3.7194
H -3.2546 -1.8970 -5.1533
H -2.0476 -0.1636 -3.4209
H -2.9844 -1.1313 -2.2749
H -4.9383 -0.6925 -4.1228
H -3.9433 0.7204 -4.4527
H -8.2799 -0.6493 -1.4194
H -7.6114 -1.9144 -0.3649
H -8.5313 -3.5929 -1.5980
H -9.5153 -2.3729 -2.3973
H -6.7662 -4.4985 -2.6273
H -6.1287 -3.7624 -4.1040
H -4.7843 -2.4202 -2.7665
H -5.5095 -3.1031 -1.3074
H -0.5926 -4.6586 -5.5109
H -3.3318 -3.6572 -6.3420
H -2.4399 -4.8880 -7.1600
H -3.8131 -5.1112 -4.5540
H -2.1691 -5.7754 -4.5421
H -3.3475 -6.3568 -5.7057
H -0.4909 -0.1058 -4.8615
H -0.4617 -0.2651 -7.6591
H -0.7899 1.7254 -6.5503
H -2.1260 1.1406 -5.5929
H -2.3743 1.4368 -7.3378
H 0.1490 -5.3936 -3.4868
H -0.3019 -4.0249 -0.8397
H 1.0882 -5.0925 -1.1579
H -1.1920 -6.4354 -2.1835
H -0.2783 -6.8700 -0.7381
H -2.7478 -5.7689 -0.9581
C -0.0896 0.9836 0.9004
C 0.3453 1.1013 -0.4143
C 1.3142 2.0338 -0.7454
C 1.8564 2.8569 0.2325
C 1.4047 2.7520 1.5525
C 0.4365 1.8092 1.8800
C 1.9326 3.6436 2.6170
O 1.5512 3.5577 3.7687
C 2.9518 4.6634 2.2338
C 3.4323 5.5377 3.2027
C 4.3899 6.4795 2.8696
C 4.8763 6.5494 1.5686
C 4.3992 5.6836 0.5993
C 3.4320 4.7418 0.9262
C 2.9161 3.8335 -0.1428
O 3.3487 3.8986 -1.2726
H -0.8424 0.2495 1.1557
H -0.0691 0.4628 -1.1849
H 1.6507 2.1169 -1.7701
H 0.1030 1.7326 2.9057
H 3.0534 5.4728 4.2133
H 4.7607 7.1584 3.6263
H 5.6295 7.2829 1.3112
H 4.7662 5.7262 -0.4170
C 1.2063 2.5815 6.8206
C 0.7144 2.0830 8.0218
C 1.2906 2.4610 9.2238
C 2.3693 3.3363 9.2303
C 2.8744 3.8239 8.0213
C 2.2861 3.4482 6.8208
C 4.0501 4.7370 7.9900
O 4.4854 5.1768 6.9465
C 4.6841 5.0967 9.2939
C 5.8137 5.9059 9.2932
C 6.4103 6.2615 10.4905
C 5.8771 5.8162 11.6956
C 4.7540 5.0072 11.7017
C 4.1575 4.6387 10.5019
C 2.9621 3.7435 10.5333
O 2.4988 3.3632 11.5881
H 0.7569 2.2985 5.8786
H -0.1233 1.3976 8.0195
H 0.9138 2.0843 10.1648
H 2.6728 3.8322 5.8888
H 6.2142 6.2466 8.3483
H 7.2927 6.8881 10.4876
H 6.3419 6.0999 12.6309
H 4.3292 4.6502 12.6298
*
```

HOMO-LUMO gap, eV: 5.51
F_max, eV/Å: 0.97
LUMO, eV: 0.1